ORCA calculation (ωB97M-V with the def2-TZVPD basis set) on an isolated molecule of C3H4N2OS2 in a non-equilibrium geometry.

Summary:
Energy relative to the best compared isomer or geometry (same formula, charge and spin) ... 61.1 kcal/mol
E_LUMO ... -0.8 eV

Positions of all 12 atoms, in Å:
O  -2.95106  -0.11423  0.79529
C  -2.54361  0.44433  -0.29098
N  -1.14597  0.61411  -0.61897
C  -0.42732  -0.30262  -0.15219
N  1.03307  -0.20342  0.00494
S  1.87497  -1.72765  -0.01601
C  1.84060  0.89565  -0.07599
S  1.54156  2.48732  0.20932
H  -3.17765  0.83535  -1.19662
H  -0.77293  -1.34626  0.12604
H  1.80138  -2.10096  1.30041
H  2.92697  0.51838  -0.08525